[1]
This record from the Open Molecules 2025 dataset describes an isolated molecule of C10H11I. The level of theory is the ωB97M-V functional and the def2-TZVPD basis.

Each line ends with the Mulliken charge.
Atoms and positions in Å:
C1 1.3955 2.4974 -0.4616  -0.51
C2 1.6340 2.3080 0.8887  -0.56
C3 0.8057 1.4954 -1.2124  -0.71
C4 1.2598 1.1242 1.4953  -0.51
C5 0.4181 0.3107 -0.6087  0.52
C6 0.6286 0.1281 0.7588  0.79
C7 -0.2180 -0.8194 -1.3905  -0.75
C8 0.1253 -1.1005 1.3752  -1.10
C9 -1.0050 -1.7281 -0.5014  -0.12
C10 -2.4197 -1.3629 -0.1957  -1.43
I1 1.5326 -2.6045 1.8682  0.05
H1 1.6706 3.4289 -0.9334  0.39
H2 2.1082 3.0823 1.4733  0.39
H3 0.6353 1.6339 -2.2709  0.41
H4 1.4537 0.9636 2.5462  0.44
H5 -0.8619 -0.3825 -2.1601  0.37
H6 0.5867 -1.3728 -1.8901  0.32
H7 -0.6207 -1.0079 2.1482  0.46
H8 -0.7781 -2.7855 -0.5442  0.45
H9 -2.4864 -0.3396 0.1704  0.34
H10 -2.8378 -2.0371 0.5470  0.37
H11 -3.0266 -1.4318 -1.1023  0.38

- HOMO level (eV) = -8.14
- LUMO (eV) = 0.587
- relative energy (zero: lowest compared OMol25 entry of this formula, charge and spin) (eV) = 0.000
- gap between HOMO and LUMO (eV) = 8.73

---

[2]
This record from the Open Molecules 2025 dataset describes a structure of composition C10H11MnN3O4S4. The level of theory is the ωB97M-V functional and the def2-TZVPD basis.

Each line ends with the Mulliken charge.
Atoms and positions in Å:
Mn1 -0.1296 -2.3888 -0.4091  0.11
O1 -1.8816 -5.6719 -1.3144  -0.64
S1 -1.5064 -4.3036 -1.5129  1.50
O2 -2.0585 -3.7037 -2.7368  -0.78
O3 -1.8804 -3.3849 -0.3412  -0.61
O4 0.0061 -4.0922 -1.4945  -0.77
S2 2.0140 -1.7013 -0.7811  -0.25
C1 2.2796 -0.6148 0.5843  0.61
C2 3.3567 0.2680 0.5700  -0.65
C3 3.5887 1.1277 1.6316  -0.50
C4 2.7372 1.1114 2.7298  -0.50
C5 1.6653 0.2343 2.7545  -0.61
C6 1.4253 -0.6357 1.6946  0.49
S3 0.0573 -1.7470 1.7598  -0.34
H1 4.0106 0.2797 -0.2942  0.38
H2 4.4301 1.8095 1.5981  0.36
H3 2.9039 1.7806 3.5656  0.35
H4 0.9928 0.2187 3.6045  0.39
C7 -0.9580 3.1930 1.0056  -0.90
C8 -0.6027 3.0029 -0.4684  -0.41
C9 -1.0790 1.6789 -0.9729  0.12
N1 -0.5024 0.5785 -0.6783  -0.05
N2 -1.1181 -0.5315 -1.1627  0.01
C10 -2.2038 -0.2728 -1.8625  0.42
N3 -3.0027 -1.1847 -2.4098  -0.32
S4 -2.5162 1.4501 -1.9476  -0.26
H5 -0.5733 4.1451 1.3756  0.33
H6 -0.5206 2.3872 1.5953  0.20
H7 -2.0391 3.1774 1.1551  0.31
H8 0.4810 3.0233 -0.5949  0.24
H9 -1.0190 3.8085 -1.0770  0.34
H10 -2.6633 -2.1634 -2.4968  0.22
H11 -3.6941 -0.8785 -3.0693  0.22

- HOMO level (spin up / spin down) (eV) = -4.49 / -4.83
- LUMO (spin up / spin down) (eV) = 1.869 / 2.275
- charge = -1
- relative energy (zero: lowest compared OMol25 entry of this formula, charge and spin) (eV) = 0.000
- expectation value of S² = 6.148
- multiplicity = 5
- gap between HOMO and LUMO (spin up / spin down) (eV) = 6.36 / 7.10

---

[3]
This record from the Open Molecules 2025 dataset describes the ion C10H11N2 with charge +1. The level of theory is the ωB97M-V functional and the def2-TZVPD basis.

Each line ends with the Mulliken charge.
Atoms and positions in Å:
C1 1.7573 0.1563 -0.4354  -0.56
C2 2.3940 -0.9947 -0.6541  -0.33
C3 0.2861 0.3843 -0.7888  -0.09
C4 1.7544 -2.0975 -1.3780  -0.55
C5 -0.9041 -1.2383 0.6239  -0.15
C6 -0.8730 0.9602 1.2764  0.68
C7 -0.8983 -1.9072 -1.8246  -0.61
C8 -0.4033 -0.9848 -0.6822  0.38
C9 0.4425 -2.1356 -1.3961  0.06
C10 -1.3306 1.9391 2.2785  -1.14
N1 -1.0834 -0.3354 1.5452  -0.53
N2 -0.2946 1.3613 0.1665  -0.13
H1 2.2683 0.9948 0.0072  0.42
H2 3.4363 -1.0975 -0.4037  0.44
H3 0.2138 0.8171 -1.7937  0.39
H4 2.3756 -2.8362 -1.8633  0.44
H5 -1.2165 -2.2409 0.8916  0.50
H6 -1.6942 -2.5862 -1.5498  0.26
H7 -1.0220 -1.4746 -2.8101  0.25
H8 -2.2791 1.6187 2.7039  0.35
H9 -1.4144 2.9447 1.8742  0.38
H10 -0.6123 1.9409 3.0991  0.29
H11 -0.1430 2.3420 -0.0284  0.28

- HOMO level (eV) = -12.90
- LUMO (eV) = -4.649
- charge = +1
- relative energy (zero: lowest compared OMol25 entry of this formula, charge and spin) (eV) = 2.683
- SMILES string = CC1=[NH+][C@H]2C=CC=C3C[C@@]32C=N1
- gap between HOMO and LUMO (eV) = 8.25